# 1
{
  "formula": "C22H33N4O8S",
  "method": "the ωB97M-V functional and the def2-TZVPD basis",
  "total_charge": 1,
  "symbols": ["C", "C", "C", "C", "N", "C", "C", "C", "C", "C", "C", "C", "C", "C", "N", "N", "N", "C", "S", "O", "O", "H", "H", "H", "H", "H", "H", "H", "H", "H", "H", "H", "H", "H", "H", "H", "H", "H", "H", "H", "H", "H", "C", "C", "C", "O", "C", "O", "O", "H", "H", "H", "H", "H", "H", "C", "C", "C", "O", "C", "O", "O", "H", "H", "H", "H", "H", "H"],
  "xyz": [[4.0845, -3.4036, 1.2606], [3.1542, -2.6007, 0.3523], [3.9137, -1.9405, -0.8237], [3.2660, -2.1915, -2.1914], [2.7427, -0.9973, -2.8932], [1.5293, -0.8213, -3.4217], [0.4117, -1.7931, -3.3722], [-0.5373, -1.5337, -2.2101], [-1.2229, -2.6186, -1.6830], [-2.0955, -2.4244, -0.6222], [-2.2886, -1.1616, -0.0851], [-1.6111, -0.0614, -0.6100], [-1.8134, 1.3166, -0.0439], [-0.7333, -0.2662, -1.6709], [1.4731, 0.4049, -3.9797], [2.6317, 0.9624, -3.8205], [3.4091, 0.1472, -3.1633], [4.7745, 0.5044, -2.8486], [4.8269, 1.7593, -1.5039], [3.6151, 2.5064, -1.5826], [5.2679, 1.1010, -0.3113], [4.4137, -4.3247, 0.7775], [4.9805, -2.8198, 1.4870], [3.6082, -3.6448, 2.2088], [2.7028, -1.8071, 0.9511], [2.3467, -3.2333, -0.0189], [3.9994, -0.8835, -0.6110], [4.9281, -2.3446, -0.8559], [3.9164, -2.7186, -2.8889], [2.3799, -2.8035, -2.0427], [-0.1110, -1.7420, -4.3315], [0.8023, -2.8065, -3.2858], [-1.0846, -3.6161, -2.0853], [-2.6305, -3.2660, -0.2012], [-2.9666, -1.0121, 0.7445], [-1.1892, 2.0306, -0.5870], [-1.5105, 1.3571, 1.0018], [-2.8497, 1.6306, -0.1606], [-0.2212, 0.5976, -2.0811], [5.3596, -0.3603, -2.5489], [5.2096, 0.9483, -3.7439], [5.8481, 2.5097, -1.9776], [2.6220, 1.5115, 2.9467], [1.5706, 0.7919, 3.7500], [1.6283, -0.7218, 3.7302], [0.2581, -1.0844, 3.9254], [-0.5133, -0.0656, 3.4736], [-1.6886, -0.1140, 3.3311], [0.2577, 1.0154, 3.1973], [2.3525, 2.5593, 2.8231], [3.5840, 1.4605, 3.4563], [2.7253, 1.0712, 1.9529], [1.5540, 1.1545, 4.7813], [2.2413, -1.1574, 4.5145], [1.9486, -1.0986, 2.7543], [-8.5180, 3.2453, 1.4835], [-7.0465, 2.9820, 1.3054], [-6.4542, 3.3494, -0.0397], [-5.3685, 2.4166, -0.1567], [-5.6782, 1.3255, 0.5846], [-5.0702, 0.3047, 0.5657], [-6.7669, 1.5655, 1.3409], [-8.8888, 2.7299, 2.3678], [-8.6938, 4.3135, 1.6074], [-9.0862, 2.8919, 0.6226], [-6.4683, 3.4430, 2.1110], [-6.0748, 4.3655, -0.0994], [-7.1564, 3.1652, -0.8558]],
  "atomic_forces_ev_per_a": [[0.14, 0.17, -0.14], [0.23, 0.17, 0.17], [-0.06, -0.39, 0.05], [-0.06, -0.03, 0.08], [-0.18, 0.20, 0.10], [0.02, 0.06, 0.13], [-0.11, 0.03, -0.12], [0.09, -0.07, 0.12], [-0.02, -0.04, 0.12], [-0.09, 0.03, 0.13], [0.07, 0.07, 0.00], [0.02, -0.05, 0.07], [0.35, 0.09, -0.35], [0.00, -0.01, -0.05], [0.18, -0.28, -0.06], [0.11, 0.04, 0.04], [-0.21, -0.20, -0.17], [0.08, -0.05, -0.09], [0.05, -0.13, 0.10], [0.04, -0.06, 0.08], [-0.09, 0.11, -0.15], [-0.04, -0.03, 0.05], [-0.04, -0.01, 0.05], [-0.06, -0.12, -0.04], [-0.18, -0.09, -0.16], [-0.06, 0.00, 0.06], [0.11, 0.24, -0.05], [0.00, 0.10, -0.02], [0.07, 0.10, -0.02], [0.02, 0.00, -0.14], [0.02, 0.13, 0.04], [0.02, 0.02, -0.10], [0.04, 0.03, -0.05], [0.01, -0.01, -0.04], [-0.02, -0.03, -0.02], [-0.04, 0.01, 0.02], [-0.26, -0.02, 0.09], [-0.02, -0.06, 0.22], [0.00, -0.01, -0.03], [-0.11, -0.07, 0.03], [-0.03, 0.07, 0.03], [0.03, 0.07, 0.03], [-0.07, -0.01, -0.13], [0.03, 0.05, -0.02], [-0.02, -0.04, 0.05], [0.07, -0.04, -0.02], [0.06, 0.04, -0.04], [-0.07, -0.02, -0.05], [0.01, 0.00, 0.04], [0.02, 0.01, 0.07], [0.01, -0.02, 0.00], [-0.01, -0.01, 0.00], [0.00, 0.02, 0.00], [-0.08, -0.02, 0.05], [0.04, 0.04, 0.05], [-0.05, -0.13, -0.07], [-0.05, 0.03, 0.01], [0.03, 0.02, -0.03], [-0.02, 0.05, -0.05], [-0.12, 0.04, 0.08], [0.07, -0.06, -0.06], [0.03, 0.01, 0.05], [0.03, 0.05, 0.04], [0.00, 0.01, -0.01], [0.02, -0.01, 0.00], [0.00, -0.01, 0.02], [0.09, -0.03, 0.02], [-0.04, 0.03, 0.01]]
}

# 2
{
  "formula": "C54H75FN20O2",
  "method": "the ωB97M-V functional and the def2-TZVPD basis",
  "total_charge": 0,
  "symbols": ["C", "C", "C", "C", "C", "C", "C", "N", "C", "O", "C", "C", "C", "C", "C", "F", "C", "N", "C", "C", "C", "C", "O", "H", "H", "H", "H", "H", "H", "H", "H", "H", "H", "H", "H", "H", "H", "H", "H", "H", "H", "H", "H", "H", "C", "C", "N", "H", "H", "H", "C", "C", "N", "H", "H", "H", "C", "C", "N", "H", "H", "H", "C", "C", "N", "H", "H", "H", "C", "C", "N", "H", "H", "H", "C", "C", "N", "H", "H", "H", "C", "C", "N", "H", "H", "H", "C", "C", "N", "H", "H", "H", "C", "C", "N", "H", "H", "H", "C", "C", "N", "H", "H", "H", "C", "C", "N", "H", "H", "H", "C", "C", "N", "H", "H", "H", "C", "C", "N", "H", "H", "H", "C", "C", "N", "H", "H", "H", "C", "C", "N", "H", "H", "H", "C", "C", "N", "H", "H", "H", "C", "C", "N", "H", "H", "H", "C", "C", "N", "H", "H", "H"],
  "xyz": [[-1.1014, -2.5574, -1.1421], [-1.2781, -0.9993, -0.8385], [0.1075, -0.2855, -0.8706], [0.8692, -0.2405, -2.0090], [0.4784, -0.8678, -3.3838], [-0.8912, -0.2835, -3.9600], [-0.7535, 0.4110, -5.3610], [-1.0338, -0.5017, -6.4983], [2.2237, 0.5453, -1.9218], [3.2318, 0.1864, -2.4899], [2.1622, 1.8168, -1.0051], [1.3115, 1.7686, 0.2446], [1.2229, 2.9007, 1.1389], [1.9646, 4.1085, 0.7857], [2.7621, 4.1770, -0.4393], [3.3762, 5.3804, -0.6794], [2.8815, 3.0212, -1.3650], [3.7071, 3.2000, -2.5196], [3.0837, 3.0013, -3.6256], [1.5419, 3.0311, -3.8491], [3.9629, 2.6429, -4.8840], [0.5593, 0.4141, 0.4601], [0.3509, -0.0662, 1.5537], [-1.4203, -2.7616, -2.2018], [-1.6971, -3.2008, -0.4532], [0.0017, -2.7727, -1.0593], [-1.9867, -0.5523, -1.5792], [-1.7736, -0.8882, 0.1665], [0.3991, -1.9741, -3.2598], [1.2877, -0.6680, -4.1231], [-1.3405, 0.4600, -3.2570], [-1.6254, -1.1390, -4.0076], [0.2580, 0.8890, -5.5141], [-1.5237, 1.2309, -5.4208], [-0.3356, -1.2474, -6.5347], [-0.8825, 0.0445, -7.3524], [0.5716, 2.8096, 2.0600], [1.9144, 5.0034, 1.4520], [0.9646, 3.5855, -3.0739], [1.3634, 3.5499, -4.8346], [1.1599, 1.9800, -4.0021], [4.6485, 3.4880, -5.1445], [3.2788, 2.3797, -5.7315], [4.5379, 1.7227, -4.5926], [-2.1366, 3.9945, 0.0668], [-1.7586, 3.1321, -1.0756], [-1.4643, 2.4566, -1.9615], [-2.3567, 3.3778, 0.9383], [-1.3165, 4.6711, 0.3068], [-3.0197, 4.5800, -0.1877], [1.3903, 6.0203, 4.4534], [0.4283, 4.9635, 4.0677], [-0.3190, 4.1391, 3.7675], [2.3197, 5.5665, 4.7999], [1.6018, 6.6570, 3.5986], [0.9709, 6.6284, 5.2543], [4.1258, -0.3635, 1.3201], [5.0770, -0.9365, 2.3001], [5.8149, -1.3820, 3.0639], [4.1978, 0.7240, 1.3087], [4.3467, -0.7449, 0.3226], [3.1075, -0.6461, 1.5887], [-1.5445, 1.2342, 5.1291], [-2.2048, 0.5869, 6.2964], [-2.7161, 0.0865, 7.1994], [-2.0572, 0.9507, 4.2101], [-1.5811, 2.3172, 5.2380], [-0.5033, 0.9177, 5.0673], [0.7364, -1.8187, 6.1915], [1.4241, -0.6666, 6.8337], [1.9555, 0.2276, 7.3284], [-0.2159, -2.0057, 6.6842], [0.5543, -1.6032, 5.1375], [1.3558, -2.7058, 6.2717], [-3.8573, -5.9539, 1.4608], [-3.4672, -5.3541, 0.1669], [-3.1732, -4.8785, -0.8398], [-4.1371, -6.9970, 1.3156], [-3.0245, -5.9009, 2.1620], [-4.7043, -5.4079, 1.8765], [1.4439, 3.9523, -7.9268], [0.4938, 2.8684, -8.2661], [-0.2465, 2.0275, -8.5298], [2.3814, 3.5255, -7.5720], [1.6411, 4.5609, -8.8087], [1.0214, 4.5837, -7.1456], [4.3781, -1.7125, -5.9125], [2.9060, -1.8461, -5.8491], [1.7597, -1.9518, -5.7997], [4.8171, -2.6424, -6.2724], [4.6478, -0.9087, -6.5968], [4.7711, -1.4859, -4.9210], [-2.4792, -3.8558, 8.2880], [-1.6860, -4.3301, 7.1318], [-1.0682, -4.6991, 6.2330], [-1.8149, -3.6150, 9.1177], [-3.0408, -2.9634, 8.0104], [-3.1757, -4.6324, 8.6024], [1.4060, 3.5764, 7.5507], [2.0741, 4.7407, 8.1766], [2.5929, 5.6468, 8.6634], [0.4556, 3.3830, 8.0475], [1.2208, 3.7794, 6.4958], [2.0377, 2.6925, 7.6368], [1.6363, -3.2326, 1.9840], [0.6561, -4.2882, 1.6428], [-0.1114, -5.1033, 1.3776], [2.5638, -3.6868, 2.3333], [1.8470, -2.6214, 1.1064], [1.2324, -2.5967, 2.7712], [-5.0978, -1.6182, 1.5697], [-5.2416, -2.4905, 2.7601], [-5.3519, -3.1664, 3.6909], [-5.7245, -1.9919, 0.7596], [-5.4014, -0.6074, 1.8145], [-4.0594, -1.6090, 1.2406], [2.2457, 10.4191, 3.5594], [1.2873, 9.3570, 3.1777], [0.5415, 8.5310, 2.8808], [3.1768, 9.9707, 3.9050], [2.4541, 11.0553, 2.6999], [1.8246, 11.0271, 4.3593], [-9.4206, -2.6736, 0.9765], [-8.6883, -1.5337, 1.5740], [-8.1172, -0.6484, 2.0386], [-10.3755, -2.8063, 1.4838], [-9.6022, -2.4837, -0.0809], [-8.8327, -3.5853, 1.0794], [-6.3586, 1.2585, -1.0685], [-5.2538, 1.1023, -0.0969], [-4.3960, 0.9809, 0.6616], [-7.3127, 1.0718, -0.5751], [-6.3571, 2.2709, -1.4710], [-6.2347, 0.5494, -1.8867], [4.6038, -3.2696, 7.6074], [3.1742, -3.4353, 7.9552], [2.0618, -3.5641, 8.2242], [4.9810, -2.3385, 8.0291], [5.1808, -4.1023, 8.0080], [4.7212, -3.2430, 6.5241], [3.1260, -4.9210, -8.4941], [4.4976, -4.2889, -8.4697], [5.5538, -3.8141, -8.4639], [2.7702, -5.0428, -7.4755], [2.4457, -4.2772, -9.0430], [3.1956, -5.8703, -8.9721], [-0.9243, -7.1890, -8.7628], [0.4444, -6.6254, -8.7693], [1.5128, -6.1827, -8.7744], [-1.2761, -7.2940, -7.7369], [-1.5993, -6.5274, -9.3050], [-0.9232, -8.1678, -9.2414]],
  "atomic_forces_ev_per_a": [[0.27, 0.70, -0.32], [0.19, -0.75, 0.51], [-0.46, 0.42, -0.28], [0.22, 0.68, 0.62], [-0.12, 0.56, 0.53], [0.07, -0.21, 0.11], [-0.36, -0.05, -0.17], [0.29, 0.31, 0.06], [-1.27, -0.02, 0.88], [-0.54, 0.35, 0.11], [-0.54, 0.92, 1.26], [1.27, 0.65, -1.31], [0.84, -0.69, -1.59], [0.29, -1.11, -1.31], [-1.60, -1.60, 1.72], [-0.50, -1.56, -0.16], [-0.52, 1.74, 1.98], [-1.68, -1.37, 0.12], [0.38, -0.01, -0.95], [0.50, -0.11, -0.70], [-0.83, 0.07, 0.80], [0.48, 0.58, -1.41], [-0.05, 0.40, -0.52], [0.30, -0.03, 1.13], [0.69, 0.64, -0.67], [-1.20, -0.19, 0.00], [0.79, -0.19, 0.60], [0.74, 0.09, -0.89], [0.18, 0.88, -0.20], [-0.65, -0.15, 0.91], [0.65, -0.58, -0.56], [0.63, 0.93, -0.30], [-0.76, -0.33, 0.54], [0.78, -0.68, 0.08], [-0.16, 0.27, 0.24], [-0.22, -0.27, 0.26], [1.02, 0.34, -1.25], [0.08, -0.83, -0.79], [0.54, -0.72, -0.42], [0.22, -0.50, 0.90], [0.22, 1.09, 0.37], [-0.54, -0.82, 0.17], [0.73, 0.32, 0.60], [-0.37, 0.98, -0.34], [0.16, -0.32, -0.38], [-0.05, 0.08, 0.20], [-0.15, 0.43, 0.41], [0.02, -0.02, -0.07], [0.00, -0.06, -0.03], [0.04, -0.05, -0.02], [-0.18, -0.58, -0.05], [0.10, 0.19, 0.05], [0.34, 0.42, 0.19], [-0.09, -0.06, 0.03], [-0.11, -0.09, 0.04], [-0.02, -0.03, -0.06], [0.32, -0.26, 0.31], [-0.12, 0.11, -0.12], [-0.37, 0.16, -0.32], [0.03, -0.05, 0.03], [0.03, 0.03, 0.04], [0.04, 0.06, 0.04], [-0.38, -0.33, 0.61], [0.19, 0.13, -0.32], [0.28, 0.17, -0.40], [0.00, 0.00, 0.06], [0.01, -0.06, -0.03], [-0.04, 0.02, 0.04], [0.26, 0.72, 0.05], [-0.23, -0.38, -0.22], [-0.20, -0.32, -0.24], [0.09, 0.02, 0.02], [-0.03, 0.11, 0.06], [-0.14, 0.05, 0.00], [0.15, 0.22, -0.40], [-0.04, -0.10, 0.21], [-0.37, -0.35, 0.36], [0.03, 0.06, -0.03], [0.02, 0.04, -0.09], [0.06, -0.01, 0.00], [-0.36, -0.40, -0.14], [0.11, 0.14, 0.06], [0.35, 0.38, 0.12], [-0.05, 0.00, -0.03], [-0.03, -0.05, 0.03], [-0.01, -0.04, -0.05], [-0.50, -0.05, 0.15], [0.21, -0.02, -0.08], [0.75, -0.19, -0.41], [-0.03, 0.08, -0.04], [-0.05, -0.06, 0.00], [-0.11, 0.01, -0.01], [0.27, -0.13, -0.42], [-0.13, 0.01, 0.17], [-0.25, 0.20, 0.35], [0.02, -0.02, -0.08], [0.06, -0.02, -0.03], [0.05, 0.01, -0.06], [0.33, 0.44, 0.27], [-0.13, -0.13, -0.08], [-0.23, -0.36, -0.28], [0.06, 0.01, 0.00], [0.00, -0.02, 0.05], [-0.07, 0.01, 0.00], [-0.32, -0.44, -0.08], [0.13, 0.21, 0.05], [0.26, 0.29, 0.13], [-0.05, -0.02, -0.02], [-0.10, -0.05, 0.00], [-0.03, -0.01, -0.08], [0.00, -0.68, 0.67], [-0.05, -0.14, 0.10], [0.07, 0.46, -0.77], [0.03, -0.01, 0.05], [-0.04, -0.20, 0.16], [-0.05, -0.01, 0.05], [-0.35, -0.38, -0.14], [0.07, 0.21, 0.00], [0.34, 0.52, 0.07], [-0.06, -0.01, -0.02], [-0.04, -0.06, 0.02], [-0.01, -0.06, -0.04], [0.28, 0.40, 0.23], [-0.12, -0.15, -0.05], [-0.27, -0.34, -0.31], [0.06, 0.03, 0.00], [0.02, 0.02, 0.06], [0.00, 0.07, 0.03], [0.35, -0.10, 0.36], [-0.08, 0.19, -0.20], [-0.24, 0.48, -0.57], [0.08, 0.00, 0.05], [0.04, -0.05, 0.03], [0.05, 0.03, 0.05], [-0.53, -0.04, 0.12], [0.23, -0.05, 0.09], [0.65, -0.04, 0.06], [-0.07, -0.03, -0.02], [-0.07, 0.02, -0.01], [-0.02, 0.01, 0.05], [3.86, 2.43, 0.40], [0.23, 0.56, 0.16], [-0.90, -0.44, 0.02], [0.24, 0.04, -0.02], [0.25, 0.05, -0.03], [1.39, 0.36, -0.11], [0.48, 0.22, 0.02], [-0.12, -0.05, 0.00], [-5.65, -3.23, -0.41], [0.05, 0.03, -0.04], [0.07, 0.00, 0.03], [0.05, 0.06, 0.02]]
}

# 3
{
  "formula": "C2H12NO3",
  "method": "the ωB97M-V functional and the def2-TZVPD basis",
  "total_charge": 1,
  "symbols": ["C", "C", "N", "H", "H", "H", "H", "H", "H", "H", "H", "O", "H", "H", "O", "H", "H", "O"],
  "xyz": [[-0.2089, -0.7223, 1.2851], [-0.2540, -0.2948, -1.0334], [-0.0856, 0.1770, 0.1357], [-1.1955, -0.6543, 1.7430], [0.5632, -0.5240, 2.0218], [-0.1430, -1.7664, 0.9800], [-0.2211, -1.3636, -1.2140], [-0.2484, 0.3163, -1.9296], [0.2170, 1.1501, 0.2698], [-0.9676, -4.8883, 0.4306], [0.4774, -5.4426, 0.4620], [-0.0503, -4.6636, 0.6013], [-0.2149, 3.7706, 0.7433], [0.1952, 3.2339, 2.1041], [-0.0143, 2.9751, 1.1984], [0.7645, 2.7684, -3.3646], [0.7934, 3.3795, -2.0062], [0.5929, 2.5488, -2.4276]],
  "atomic_forces_ev_per_a": [[0.08, -0.45, 0.66], [0.95, 0.19, -0.80], [0.03, -0.99, -0.45], [0.05, 0.57, -0.02], [-0.02, 0.16, -0.02], [0.30, 0.10, -0.31], [-0.73, -0.14, 0.47], [0.12, 0.51, 0.34], [-0.76, 0.24, 0.20], [0.04, -0.33, -0.02], [0.12, -0.55, -0.11], [-0.20, 1.00, 0.11], [-0.34, 1.17, -0.60], [-0.01, -0.02, -0.11], [0.39, -1.36, 0.62], [-0.18, -0.42, 0.50], [0.11, 0.43, 0.47], [0.05, -0.11, -0.91]]
}

Results for HOMO energy: -11.191; -8.525; -14.468 (in eV, following the order of the records).
Results for calculated total energy: -56516.51770; -93819.70420; -9894.33257 (in eV, following the order of the records).